Record 1
ORCA calculation (ωB97M-V/def2-TZVPD) on a 3-piece molecular cluster, C25H53FN2O2P2 overall.

Last column: Mulliken charge in e.
Element x y z (Å)
1 C -0.7122 2.1112 -2.5275  -0.7464
2 C -2.1277 1.6063 -2.0875  -0.3846
3 C -2.0223 0.0631 -1.8547  -0.7839
4 N -2.9779 -0.4661 -0.8810  -0.5120
5 P -2.3335 -1.8417 0.0956  0.2013
6 C -2.3173 -2.9035 -1.4566  -0.8825
7 C -2.6244 -4.3954 -1.3051  0.5019
8 C -3.8322 -4.9426 -0.8534  0.1052
9 C -4.0485 -6.3231 -0.7748  -0.8680
10 C -3.0519 -7.2301 -1.1685  -0.5524
11 C -1.8365 -6.7049 -1.6416  0.7406
12 C -0.7176 -7.6383 -2.1318  -1.5157
13 C -1.6310 -5.3224 -1.7021  -0.4958
14 C -3.7611 -1.5462 1.2711  0.4299
15 C -5.1518 -1.9938 0.7228  -1.3401
16 F -3.6318 -2.0661 2.5552  -0.3466
17 P -1.2967 -3.3506 1.3823  0.9488
18 N -0.6676 -2.5785 2.6150  -0.8985
19 O -2.2312 -4.5920 1.8846  -0.3861
20 O 0.0130 -4.0015 0.6101  -0.5305
21 H 0.0533 1.7477 -1.8164  0.1221
22 H -0.6503 3.2109 -2.5563  0.1468
23 H -0.4853 1.6674 -3.5120  0.3406
24 H -2.4782 2.1518 -1.1999  0.3001
25 H -2.7764 1.7696 -2.9676  0.2481
26 H -0.9669 -0.1992 -1.6610  0.3782
27 H -2.2690 -0.3951 -2.8420  0.2702
28 H -3.8676 -0.6873 -1.3169  0.3314
29 H -1.1889 -1.0182 0.3134  -0.2492
30 H -1.3056 -2.8234 -1.9013  0.2990
31 H -2.9992 -2.5212 -2.2388  0.6822
32 H -4.6636 -4.2945 -0.5600  0.1549
33 H -5.0048 -6.7187 -0.4113  0.3774
34 H -3.2445 -8.3085 -1.1292  0.4027
35 H -0.4578 -8.4187 -1.4007  0.3426
36 H -1.1226 -8.1725 -3.0158  0.3545
37 H 0.1381 -7.0363 -2.4675  0.3335
38 H -0.6773 -4.9343 -2.0845  0.1267
39 H -3.8277 -0.4503 1.3848  0.4617
40 H -5.1447 -2.2901 -0.3361  0.3576
41 H -5.9200 -1.2505 0.9779  0.2577
42 H -5.4095 -2.9076 1.2936  0.4099
43 H -0.9376 -1.5948 2.5587  0.2370
44 H -1.7226 -5.0914 2.5457  0.3483
45 H 0.7846 -3.8669 1.1826  0.3110
46 C 2.1805 4.6568 -0.6392  -0.8690
47 C 0.9989 5.5590 -0.2984  -0.4432
48 C 0.5072 6.3881 -1.4840  -0.4549
49 C 1.5259 7.3775 -2.0532  -0.8459
50 C 2.0705 8.3966 -1.0532  -0.4032
51 C 0.9973 9.3173 -0.4816  -1.1946
52 H 3.0558 5.2347 -0.9411  0.3257
53 H 2.4627 4.0602 0.2305  0.1570
54 H 1.9230 3.9715 -1.4503  0.2289
55 H 1.2635 6.2102 0.5396  0.3139
56 H 0.1722 4.9328 0.0508  0.3453
57 H -0.3967 6.9277 -1.1851  0.3688
58 H 0.1983 5.7104 -2.2873  0.1360
59 H 1.0581 7.9127 -2.8863  0.4336
60 H 2.3661 6.8264 -2.4862  0.3119
61 H 2.8214 9.0095 -1.5598  0.3653
62 H 2.5910 7.8887 -0.2363  0.2537
63 H 0.4888 9.8638 -1.2791  0.2906
64 H 1.4451 10.0493 0.1932  0.3808
65 H 0.2486 8.7616 0.0856  0.2865
66 C 1.9690 0.1846 1.0259  -0.8131
67 C 3.1735 0.6970 1.8070  -0.2119
68 C 4.4221 -0.1637 1.6243  -0.9058
69 C 4.2929 -1.6072 2.1155  -0.6460
70 C 3.9129 -1.7622 3.5875  -0.2485
71 C 4.9477 -1.1779 4.5437  -1.2754
72 H 1.6637 -0.8072 1.3671  0.0849
73 H 1.1178 0.8564 1.1605  0.4123
74 H 2.1904 0.1308 -0.0435  0.3159
75 H 2.9160 0.7777 2.8668  0.3123
76 H 3.4025 1.7129 1.4704  0.0579
77 H 5.2611 0.3209 2.1328  0.3410
78 H 4.6881 -0.1829 0.5619  0.3674
79 H 5.2460 -2.1174 1.9387  0.4071
80 H 3.5534 -2.1347 1.5048  0.1873
81 H 3.8007 -2.8282 3.8044  0.3876
82 H 2.9373 -1.3077 3.7793  0.2264
83 H 5.9238 -1.6458 4.3945  0.2939
84 H 4.6478 -1.3513 5.5789  0.3919
85 H 5.0591 -0.1005 4.4093  0.2978

HOMO-LUMO gap	8.87	eV
LUMO energy	0.57	eV
E_tot	-55154.899	eV
structure (SMILES)	CCCN[PH](Cc1cccc(C)c1)([C@@H](C)F)P(=N)(O)O.CCCCCC.CCCCCC
maximum force	2.733	eV Å⁻¹

Record 2
ORCA calculation (ωB97M-V/def2-TZVPD) on a 8-piece molecular cluster, C25H54BFNO26PS overall.

Last column: Mulliken charge in e.
Element x y z (Å)
1 C 3.5669 0.1238 0.8309  -1.0911
2 C 3.9848 0.7731 -0.4909  -0.5308
3 P 3.1625 0.0623 -1.9915  0.0600
4 C 4.5551 -0.5235 -3.0159  -0.5228
5 C 4.1102 -0.7687 -4.4559  -1.1998
6 N 2.3453 -1.4083 -1.3979  0.1694
7 O 2.8694 -2.6253 -1.8897  -0.3989
8 B 3.4953 -3.2998 -0.8359  0.4694
9 O 4.7752 -3.6990 -1.1020  -0.4211
10 O 2.8930 -3.5754 0.3335  -0.4171
11 S 0.6608 -1.4167 -1.6199  1.1087
12 O 0.0742 -1.2991 -0.3654  -0.6080
13 O 0.2874 -2.5198 -2.3847  -0.6070
14 F 0.3297 -0.1714 -2.4275  -0.1586
15 H 3.6399 0.8728 1.6023  0.4227
16 H 4.2872 -0.6365 1.0904  0.2146
17 H 2.5727 -0.2909 0.8225  0.2955
18 H 5.0515 0.6551 -0.5913  0.5285
19 H 3.7631 1.8276 -0.4953  0.2906
20 H 5.0004 -1.4062 -2.5805  0.2806
21 H 5.3012 0.2523 -2.9558  0.4768
22 H 4.0552 0.1701 -4.9790  0.3863
23 H 4.8154 -1.4231 -4.9375  0.3648
24 H 3.1425 -1.2408 -4.4462  0.2635
25 H 4.7282 -4.0087 -2.0260  0.2789
26 H 3.2800 -3.0804 1.0734  0.3108
27 C 7.0616 -9.8319 -1.3387  -0.6276
28 O 7.2842 -8.7100 -0.4815  -0.3260
29 C 6.1692 -8.1631 0.0050  0.7908
30 O 5.0470 -8.5328 -0.2207  -0.5406
31 O 6.5149 -7.1381 0.7812  -0.3278
32 C 5.4098 -6.4527 1.3770  -0.4417
33 H 8.0414 -10.1732 -1.6581  0.2168
34 H 6.5576 -10.6323 -0.8016  0.2923
35 H 6.4785 -9.5411 -2.2097  0.2918
36 H 4.8462 -7.1216 2.0237  0.3247
37 H 4.7660 -6.0265 0.6116  0.1468
38 H 5.8210 -5.6463 1.9770  0.2158
39 C 5.2720 2.1222 6.7456  -0.6482
40 O 4.5192 2.2907 5.5419  -0.3034
41 C 3.1992 2.3575 5.7275  0.7054
42 O 2.6326 2.2879 6.7855  -0.5430
43 O 2.6219 2.5139 4.5377  -0.1634
44 C 1.1934 2.6012 4.5797  -0.6331
45 H 6.3164 2.0840 6.4519  0.2173
46 H 5.1162 2.9633 7.4174  0.2951
47 H 5.0017 1.1925 7.2413  0.2959
48 H 0.8784 3.4608 5.1666  0.3493
49 H 0.7648 1.6888 4.9883  0.3048
50 H 0.8641 2.7266 3.5524  0.1276
51 C -0.2682 2.8430 -2.0243  -0.3635
52 O 0.7802 3.8162 -2.1313  -0.4212
53 C 1.3123 4.1740 -0.9677  0.9973
54 O 1.0036 3.7473 0.1152  -0.5479
55 O 2.2511 5.0937 -1.2042  -0.3795
56 C 2.9102 5.5732 -0.0292  -0.6080
57 H -0.6005 2.6281 -3.0351  0.2506
58 H 0.1075 1.9350 -1.5689  0.0483
59 H -1.1030 3.2384 -1.4487  0.2793
60 H 3.4227 4.7619 0.4839  0.2215
61 H 2.2009 6.0500 0.6444  0.2517
62 H 3.6387 6.3058 -0.3627  0.2633
63 C -0.7768 7.4486 -0.8492  -0.5036
64 O -2.0247 6.7611 -0.8958  -0.3398
65 C -2.6299 6.6515 0.2876  0.8163
66 O -2.2131 7.0784 1.3323  -0.5585
67 O -3.7650 5.9852 0.1095  -0.3384
68 C -4.5215 5.7808 1.3067  -0.5810
69 H -0.3858 7.4641 -1.8622  0.2340
70 H -0.9061 8.4722 -0.5040  0.3485
71 H -0.0750 6.9204 -0.2058  0.1261
72 H -4.8111 6.7344 1.7435  0.3247
73 H -3.9554 5.1944 2.0239  0.2598
74 H -5.4106 5.2304 1.0174  0.2135
75 C -2.6169 -3.2212 -3.2738  -0.7056
76 O -3.6117 -2.7026 -4.1697  -0.1929
77 C -3.6481 -3.2878 -5.3639  0.6907
78 O -2.9403 -4.1839 -5.7392  -0.5435
79 O -4.6149 -2.7043 -6.0786  -0.3041
80 C -4.7728 -3.2362 -7.3954  -0.6601
81 H -2.7065 -2.6602 -2.3482  0.1926
82 H -2.7972 -4.2749 -3.0732  0.3741
83 H -1.6224 -3.0778 -3.6787  0.3605
84 H -5.0388 -4.2902 -7.3551  0.2957
85 H -3.8627 -3.1021 -7.9760  0.2972
86 H -5.5810 -2.6778 -7.8576  0.2159
87 C -3.4623 1.2764 2.5034  -0.5517
88 O -4.3132 2.3816 2.8169  -0.1940
89 C -4.9475 2.2695 3.9831  0.7335
90 O -4.8600 1.3479 4.7509  -0.5628
91 O -5.7001 3.3585 4.1546  -0.2796
92 C -6.4428 3.3736 5.3762  -0.6588
93 H -3.0138 1.4887 1.5381  0.2202
94 H -2.6741 1.1719 3.2458  0.2847
95 H -4.0385 0.3568 2.4321  0.2094
96 H -5.7738 3.3472 6.2334  0.2922
97 H -7.1350 2.5354 5.4157  0.2906
98 H -7.0023 4.3039 5.3842  0.2136
99 C -7.2449 -1.8407 1.8175  -0.6876
100 O -6.7128 -1.0187 0.7765  -0.2517
101 C -6.6817 -1.6006 -0.4246  0.7277
102 O -7.0537 -2.7173 -0.6712  -0.5500
103 O -6.1628 -0.7382 -1.2959  -0.2950
104 C -6.0624 -1.2509 -2.6296  -0.5173
105 H -7.2062 -1.2478 2.7265  0.1825
106 H -8.2775 -2.1096 1.6056  0.3374
107 H -6.6421 -2.7370 1.9465  0.3187
108 H -7.0461 -1.4969 -3.0246  0.3363
109 H -5.4157 -2.1206 -2.6572  0.1971
110 H -5.6227 -0.4650 -3.2349  0.2051

HOMO-LUMO gap	9.26	eV
LUMO energy	0.15	eV
E_tot	-105044.904	eV
structure (SMILES)	CCP(CC)N(OB(O)O)S(=O)(=O)F.COC(=O)OC.COC(=O)OC.COC(=O)OC.COC(=O)OC.COC(=O)OC.COC(=O)OC.COC(=O)OC
maximum force	2.615	eV Å⁻¹

Record 3
ORCA calculation (ωB97M-V/def2-TZVPD) on a 5-piece molecular cluster, C25H54BN2O13S overall.

Last column: Mulliken charge in e.
Element x y z (Å)
1 C -6.6549 -4.0167 0.6219  -1.3009
2 C -5.5730 -4.8245 -0.1037  0.1569
3 C -4.9518 -4.0619 -1.2753  -0.9456
4 B -3.7835 -2.9230 -0.9760  0.6905
5 N -4.1599 -1.5624 -1.6512  -0.9299
6 S -3.6223 -2.4554 0.9551  -0.4396
7 C -2.3566 -3.5098 -1.5350  -1.2638
8 C -1.0967 -2.7235 -1.1781  -0.1831
9 C 0.0797 -2.8881 -2.1428  -0.6022
10 C 1.0835 -1.7530 -1.9969  -0.5883
11 N 2.4187 -2.1510 -2.5170  -0.2783
12 C 3.2495 -1.0521 -2.8992  0.2769
13 C 3.3457 0.1496 -1.9776  -0.6175
14 O 3.8731 -1.0764 -3.9274  -0.5592
15 H -6.6417 -4.1765 1.7017  0.2677
16 H -7.6501 -4.2680 0.2488  0.3611
17 H -6.4943 -2.9499 0.4754  0.3255
18 H -4.8057 -5.1391 0.6064  0.0959
19 H -6.0332 -5.7509 -0.4704  0.2953
20 H -5.7620 -3.5714 -1.8286  0.1751
21 H -4.5157 -4.7989 -1.9660  0.2998
22 H -3.7621 -1.4977 -2.5833  0.1943
23 H -3.7949 -0.7661 -1.1423  0.1808
24 H -2.6395 -3.2947 1.2985  -0.0217
25 H -2.4412 -3.5457 -2.6320  0.3656
26 H -2.2392 -4.5517 -1.2033  0.1406
27 H -0.7592 -2.9997 -0.1753  0.3131
28 H -1.3537 -1.6582 -1.1368  0.2888
29 H 0.6018 -3.8338 -1.9762  0.2522
30 H -0.3033 -2.9027 -3.1647  0.2628
31 H 1.1325 -1.4581 -0.9431  0.3110
32 H 0.7455 -0.8804 -2.5588  0.3909
33 H 2.8948 -2.6284 -1.7548  0.3035
34 H 4.3406 0.1919 -1.5373  0.2323
35 H 3.2034 1.0540 -2.5671  0.2526
36 H 2.6155 0.1482 -1.1734  0.3140
37 C 5.1124 4.5998 3.5642  -1.0668
38 C 4.4329 3.3685 3.0113  -0.2347
39 O 4.3686 3.3897 1.5744  -0.3409
40 C 5.4844 3.0314 0.9443  0.7854
41 O 6.5167 2.6871 1.4613  -0.5641
42 O 5.2657 3.1240 -0.3673  -0.3191
43 C 6.3959 2.8042 -1.1834  -0.7229
44 H 4.6293 5.5044 3.1924  0.2494
45 H 5.0533 4.6024 4.6529  0.3276
46 H 6.1622 4.6273 3.2755  0.3889
47 H 3.3905 3.3168 3.3206  0.3054
48 H 4.9328 2.4558 3.3342  0.3126
49 H 6.8111 1.8366 -0.9094  0.3217
50 H 7.1642 3.5693 -1.0830  0.3404
51 H 6.0250 2.7738 -2.2033  0.2324
52 C 3.8971 10.9767 7.2254  -1.0805
53 C 4.5017 10.5613 5.9032  -0.2036
54 O 4.3651 9.1470 5.6738  -0.3597
55 C 3.1661 8.7547 5.2418  0.7684
56 O 2.2256 9.4712 5.0144  -0.5606
57 O 3.1861 7.4294 5.1107  -0.2995
58 C 1.9401 6.8575 4.6923  -0.6222
59 H 4.3271 10.3931 8.0398  0.2897
60 H 4.1030 12.0318 7.4081  0.3516
61 H 2.8181 10.8314 7.2189  0.3124
62 H 5.5768 10.7286 5.8890  0.2894
63 H 4.0508 11.1015 5.0715  0.3199
64 H 1.5681 7.3517 3.7980  0.3408
65 H 1.2024 6.9395 5.4884  0.3317
66 H 2.1520 5.8142 4.4794  0.1147
67 C -6.4805 -9.1007 5.2614  -1.0859
68 C -7.3942 -8.9348 4.0670  -0.2151
69 O -6.7236 -8.3012 2.9685  -0.3320
70 C -5.9364 -9.0937 2.2410  0.7288
71 O -5.7748 -10.2783 2.4140  -0.5930
72 O -5.3596 -8.3583 1.3024  -0.2120
73 C -4.4446 -9.0525 0.4518  -0.6846
74 H -6.0525 -8.1391 5.5453  0.2882
75 H -7.0463 -9.4937 6.1072  0.3530
76 H -5.6715 -9.7929 5.0333  0.3093
77 H -8.2215 -8.2649 4.2937  0.3017
78 H -7.7964 -9.8928 3.7380  0.3144
79 H -4.9144 -9.9353 0.0229  0.3228
80 H -3.5578 -9.3465 1.0115  0.3059
81 H -4.1836 -8.3375 -0.3221  0.1880
82 C 1.3684 4.9840 -7.8149  -1.0703
83 C 0.5272 3.8358 -8.3273  -0.2015
84 O 1.2389 2.5882 -8.2832  -0.3839
85 C 1.2881 2.0077 -7.0774  0.7644
86 O 0.7856 2.4420 -6.0723  -0.5652
87 O 2.0013 0.8954 -7.1795  -0.3458
88 C 2.1472 0.1610 -5.9482  -0.6079
89 H 2.3106 5.0381 -8.3615  0.2835
90 H 0.8323 5.9239 -7.9520  0.3469
91 H 1.5820 4.8595 -6.7547  0.3085
92 H 0.2826 3.9650 -9.3802  0.2850
93 H -0.3982 3.7396 -7.7608  0.3182
94 H 1.1686 -0.0478 -5.5218  0.3087
95 H 2.7499 0.7331 -5.2462  0.2646
96 H 2.6585 -0.7583 -6.2088  0.2803

net charge	-1
HOMO-LUMO gap	5.99	eV
LUMO energy	1.81	eV
E_tot	-67913.698	eV
maximum force	0.441	eV Å⁻¹

Record 4
ORCA calculation (ωB97M-V/def2-TZVPD) on C25H54Cl4CsF4IMgN5O5Si2 as an isolated structure.

Last column: Mulliken charge in e.
Element x y z (Å)
1 O 4.9207 -0.5159 1.6528  -0.3577
2 C 4.8049 -0.3748 0.3031  0.1055
3 O 3.4553 -0.4077 -0.2879  -0.2732
4 C 3.3841 0.3536 -1.5475  -0.4043
5 C 3.4979 1.9912 -1.3419  -0.5160
6 N 2.3470 2.5990 -0.5638  0.1087
7 C 1.0050 2.3877 -1.2924  1.5714
8 C -0.2689 3.0851 -0.4893  1.2843
9 F -0.1829 2.7641 0.9530  -0.4350
10 C -1.7063 2.7547 -1.1991  -1.0166
11 C -2.8429 2.0992 -0.2206  -0.1012
12 C -3.5711 0.8875 -1.1147  -0.8254
13 I -2.5083 -0.9905 -0.5438  0.0102
14 N -0.0553 4.5967 -0.6197  -0.4839
15 C 1.2759 4.9709 -0.0049  0.0417
16 F 1.5129 6.4134 -0.3857  -0.3247
17 C 2.5640 4.1260 -0.5753  -0.2769
18 Cl 4.0431 4.6582 0.4285  -0.1833
19 H 5.8065 -0.2578 -0.2950  0.3484
20 H 2.4049 0.0441 -2.1328  0.0182
21 H 4.2850 0.0668 -2.2761  0.4243
22 H 3.5178 2.4554 -2.4407  0.3392
23 H 4.5586 2.1939 -0.8902  0.3209
24 H 2.3330 2.2108 0.4159  0.5519
25 H 1.1417 2.9291 -2.3379  0.4745
26 H 0.7275 1.2564 -1.4252  -2.5461
27 H -2.1610 3.7780 -1.6051  0.2026
28 H -1.4972 2.1063 -2.1779  0.3089
29 H -3.7094 2.8669 0.0177  0.3268
30 H -2.4381 1.5756 0.7434  0.3990
31 H -3.4538 1.0749 -2.2875  0.3539
32 H -4.7225 0.8307 -0.9116  0.1938
33 H -0.8088 5.0299 -0.0075  0.3504
34 H 1.1841 4.9258 1.1776  0.3345
35 H 2.6610 4.4146 -1.7279  0.4311
36 F 5.8775 1.2317 2.7628  -0.3355
37 F 7.0775 1.0650 0.9211  -0.4191
38 Cs -0.1225 -0.9296 -1.9005  1.0172
39 O -4.3464 3.0051 -3.9619  -0.3314
40 H -5.2480 3.3759 -4.1405  0.3354
41 H -3.9436 3.4076 -3.1509  0.3818
42 H -3.7520 3.1035 -4.7486  0.4228
43 C -5.7148 0.1375 1.9782  0.0553
44 Cl -6.3520 -0.3146 3.5685  -0.1034
45 Cl -4.3022 -0.8512 1.5699  -0.0968
46 Cl -6.9681 -0.0254 0.7365  -0.1146
47 H -5.4027 1.1843 2.0172  0.2302
48 C -2.2291 -3.6347 2.6361  -0.8414
49 Si -1.1308 -4.5203 3.8970  0.2689
50 C -2.1646 -4.7585 5.4432  -1.0099
51 C 0.2864 -3.3582 4.2936  -0.9822
52 N -0.5981 -6.0269 3.2022  -0.1586
53 Si 0.4383 -7.1072 4.0939  0.2389
54 C -0.3545 -7.7403 5.6716  -0.9884
55 C 2.0960 -6.3393 4.5184  -0.9712
56 C 0.7926 -8.6193 3.0150  -1.0054
57 H -2.5783 -2.6834 3.0454  0.1659
58 H -1.6699 -3.4292 1.7170  0.0681
59 H -3.1011 -4.2446 2.3843  0.3469
60 H -2.6583 -3.8200 5.7139  0.3600
61 H -1.5529 -5.0619 6.2954  0.3139
62 H -2.9411 -5.5125 5.2822  0.2935
63 H 0.9729 -3.2725 3.4456  0.2743
64 H 0.8508 -3.6917 5.1679  0.2930
65 H -0.0985 -2.3582 4.5174  0.3469
66 H -0.3971 -6.9669 6.4412  0.3231
67 H 0.2285 -8.5728 6.0778  0.3568
68 H -1.3695 -8.1024 5.4810  0.2892
69 H 2.5446 -5.8657 3.6395  0.2749
70 H 2.7871 -7.1106 4.8748  0.3546
71 H 2.0043 -5.5932 5.3102  0.3225
72 H 1.2899 -8.3262 2.0864  0.2663
73 H -0.1344 -9.1430 2.7666  0.2789
74 H 1.4472 -9.3157 3.5501  0.2915
75 N -5.2016 -1.2546 -5.6876  -0.0219
76 C -5.6149 -2.5431 -5.4697  0.1364
77 C -4.8580 -3.3733 -6.2660  0.2993
78 C -3.9523 -2.5572 -6.9850  -0.7346
79 C -4.1844 -1.2539 -6.6063  -0.4804
80 H -5.5863 -0.4329 -5.2398  0.2126
81 H -6.4112 -2.7582 -4.7698  -0.2899
82 H -4.9476 -4.4504 -6.3220  0.3161
83 H -3.2101 -2.8851 -7.7014  0.3996
84 H -3.7150 -0.3285 -6.9120  0.3920
85 C 8.1824 3.9659 -1.1909  0.5480
86 O 9.0272 3.4837 -1.9353  -0.6081
87 N 8.3939 5.0007 -0.3047  0.1355
88 C 7.3395 5.5160 0.5441  0.1436
89 C 9.7127 5.5925 -0.2186  -0.9688
90 H 7.1467 3.5897 -1.1762  -0.1671
91 H 7.1923 6.5769 0.3212  0.4144
92 H 7.6380 5.3992 1.5899  0.4140
93 H 6.4009 4.9807 0.3769  -0.7277
94 H 9.9888 5.9901 -1.1998  0.2980
95 H 10.4324 4.8181 0.0629  0.3060
96 H 9.7276 6.3963 0.5222  0.3858
97 C -7.4574 5.3088 -3.2442  -0.5991
98 O -7.0854 4.4350 -4.1675  -0.7776
99 H -8.5280 5.3401 -2.9800  0.2243
100 H -7.0029 5.2113 -2.2435  0.1377
101 H -7.2669 6.3755 -3.4517  0.2443
102 Mg -7.2280 -4.2574 -4.5545  -0.2010

net charge	+1
HOMO-LUMO gap	1.44	eV
LUMO energy	-6.67	eV
E_tot	-135265.976	eV
maximum force	10.721	eV Å⁻¹